1.
C22H22FN2 | ωB97M-V/def2-TZVPD

## Properties
Gap between HOMO and LUMO (eV): 4.53
Net charge: +1
LUMO (eV): -5.739

Positions of all 47 atoms, in Å:
F  -0.878  -6.515  -2.731
C  -0.327  -5.611  -1.852
C  -0.227  -5.970  -0.512
C  0.385  -5.046  0.353
C  0.736  -3.781  -0.076
C  0.556  -3.390  -1.442
C  0.781  -2.041  -1.791
C  1.036  -1.502  -3.079
C  1.852  -0.329  -3.192
C  2.089  0.255  -4.420
C  1.541  -0.284  -5.599
C  0.763  -1.451  -5.513
C  0.458  -2.006  -4.280
C  0.133  -4.407  -2.355
H  -0.553  -6.953  -0.176
H  0.557  -5.331  1.388
H  1.135  -3.033  0.621
H  0.799  -1.340  -0.964
H  2.254  0.103  -2.264
H  2.703  1.156  -4.484
H  1.719  0.191  -6.561
H  0.363  -1.911  -6.412
H  -0.310  -2.779  -4.222
H  0.125  -4.242  -3.425
C  -2.160  4.324  4.648
C  -1.253  5.320  3.932
C  -0.390  4.513  2.939
N  -0.792  3.114  3.076
C  -0.366  2.117  2.203
C  0.960  1.624  2.216
C  1.315  0.597  1.341
N  0.475  0.106  0.412
C  -0.762  0.620  0.336
C  -1.242  1.571  1.243
C  -1.899  2.941  4.019
H  -1.930  4.286  5.717
H  -3.214  4.590  4.526
H  -1.851  6.054  3.381
H  -0.603  5.851  4.635
H  -0.558  4.854  1.901
H  0.686  4.625  3.152
H  1.679  2.019  2.930
H  2.314  0.158  1.381
H  -1.414  0.261  -0.475
H  -2.271  1.917  1.182
H  -1.628  2.207  4.797
H  -2.787  2.548  3.497



2.
C2H7N2S | ωB97M-V/def2-TZVPD

## Properties
Gap between HOMO and LUMO (eV): 6.56
Net charge: -1
LUMO (eV): 4.001

Positions of all 12 atoms, in Å:
C  2.158  -1.728  -0.920
S  0.513  -1.534  -0.025
H  1.983  -2.239  -1.916
H  2.605  -0.796  -1.075
H  2.764  -2.388  -0.314
N  -1.818  0.807  0.621
C  -1.390  2.081  0.377
N  -0.204  2.449  0.192
H  -1.434  -0.087  0.215
H  -2.813  0.740  0.936
H  -2.211  2.761  -0.054
H  0.448  1.631  0.185



3.
C4H9N2S | ωB97M-V/def2-TZVPD

## Properties
Gap between HOMO and LUMO (eV): 10.96
Net charge: +1
LUMO (eV): -3.584

Positions of all 16 atoms, in Å:
C  1.531  0.187  -0.155
C  -0.535  -0.432  -0.023
C  -1.299  -0.484  1.251
C  -1.304  -0.530  -1.302
N  0.342  0.729  -0.004
N  2.700  0.833  -0.099
S  1.116  -1.440  0.027
H  -0.676  -0.213  2.047
H  -1.630  -1.469  1.640
H  -2.055  0.326  1.249
H  -0.652  -0.281  -2.112
H  -1.978  0.308  -1.271
H  -1.736  -1.478  -1.540
H  0.011  1.731  -0.007
H  2.668  1.868  0.222
H  3.499  0.345  0.078



4.
C40H38As2N6ORuSSb | ωB97M-V/def2-TZVPD

## Properties
Gap between HOMO and LUMO (spin up / spin down) (eV): 6.39 / 6.64
Net charge: 0
LUMO (spin up / spin down) (eV): -1.163 / -0.895
Spin multiplicity: 2

Positions of all 90 atoms, in Å:
Ru  0.265  -1.550  0.242
N  1.544  -3.220  -3.723
C  1.522  -2.582  -2.527
S  1.002  -3.540  -1.166
N  1.982  -1.384  -2.469
N  1.805  -0.649  -1.339
C  2.661  0.305  -1.191
C  2.654  1.377  -0.245
C  3.713  2.302  -0.323
C  3.789  3.396  0.503
C  2.795  3.581  1.470
C  1.745  2.702  1.572
C  1.616  1.593  0.701
O  0.551  0.854  0.755
H  1.156  -4.141  -3.786
H  1.710  -2.691  -4.561
H  3.485  0.318  -1.904
H  4.477  2.137  -1.075
H  4.595  4.109  0.398
H  2.851  4.433  2.138
H  0.961  2.851  2.305
C  2.039  -3.659  2.583
As  2.443  -2.042  1.552
C  4.260  -2.568  1.065
C  2.655  -0.734  2.968
C  3.912  -0.312  3.390
C  4.037  0.685  4.344
C  2.899  1.255  4.894
C  1.646  0.838  4.471
C  1.509  -0.143  3.499
As  -0.251  -0.659  2.799
C  -0.834  -1.702  4.364
C  -1.351  0.927  3.073
H  2.729  -3.774  3.419
H  2.137  -4.516  1.917
H  1.014  -3.624  2.948
H  4.791  -2.918  1.948
H  4.807  -1.757  0.587
H  4.166  -3.390  0.357
H  4.803  -0.746  2.954
H  5.019  1.018  4.654
H  2.987  2.047  5.627
H  0.764  1.292  4.906
H  -0.908  -1.055  5.237
H  -0.134  -2.510  4.568
H  -1.816  -2.126  4.157
H  -0.776  1.726  3.538
H  -2.206  0.674  3.692
H  -1.711  1.271  2.107
N  -1.463  -2.829  0.640
C  -2.550  -2.873  1.046
C  -3.845  -2.938  1.522
C  -4.724  -4.006  1.248
N  -5.462  -4.869  1.047
C  -4.257  -1.870  2.346
N  -4.566  -0.987  3.023
C  -4.905  3.173  0.014
C  -3.605  3.465  0.400
C  -2.564  2.627  0.028
C  -2.820  1.502  -0.749
C  -4.126  1.194  -1.109
C  -5.165  2.032  -0.730
Sb  -1.222  0.198  -1.323
C  -0.086  1.544  -2.548
C  0.316  1.118  -3.810
C  1.083  1.946  -4.615
C  1.462  3.202  -4.163
C  1.077  3.624  -2.899
C  0.308  2.797  -2.093
C  -2.191  -0.829  -2.943
C  -2.196  -2.219  -2.925
C  -2.821  -2.929  -3.942
C  -3.446  -2.249  -4.977
C  -3.436  -0.860  -5.003
C  -2.808  -0.150  -3.991
H  -5.717  3.828  0.302
H  -3.399  4.347  0.993
H  -1.554  2.849  0.355
H  -4.333  0.304  -1.691
H  -6.179  1.788  -1.020
H  0.031  0.136  -4.166
H  1.388  1.611  -5.599
H  2.059  3.850  -4.792
H  1.378  4.599  -2.537
H  0.025  3.137  -1.104
H  -1.710  -2.753  -2.114
H  -2.826  -4.012  -3.922
H  -3.944  -2.801  -5.764
H  -3.922  -0.330  -5.813
H  -2.793  0.934  -4.010



What is the net charge in the fourth record?
0